P | {"formula": "C5H7N", "method": "wB97M-V/def2-TZVPD", "species": ["N", "C", "C", "C", "C", "C", "H", "H", "H", "H", "H", "H", "H"], "positions_angstrom": [[-2.6014, -1.2248, 0.7879], [0.0417, 1.0388, 0.9325], [-0.2491, -0.3281, 1.3303], [0.7458, -0.8744, -0.8590], [-1.5520, -0.7591, 0.9982], [0.3051, 0.5998, -0.5687], [0.1064, -1.7000, -0.5237], [-0.7886, 1.7533, 0.9842], [-0.5999, 0.8438, -1.1353], [1.7442, -1.0718, -0.4575], [1.1354, 1.2050, -0.9383], [0.7732, -0.9411, -1.9460], [0.9392, 1.4587, 1.3954]], "mol_weight_g_mol": 81.118, "homo_energy_ev": -9.13, "gap_ev": 7.9, "lumo_ev": -1.1950, "multiplicity": 1}


Q | {"formula": "C5H7N", "method": "wB97M-V/def2-TZVPD", "species": ["N", "C", "C", "C", "C", "C", "H", "H", "H", "H", "H", "H", "H"], "positions_angstrom": [[-0.0056, 1.7961, -0.5921], [0.2310, 0.6681, 0.1832], [2.2062, -1.0277, 0.0603], [-0.8857, -0.1732, 0.7733], [1.1912, -0.2145, 0.0439], [-1.9696, -0.5376, 0.0975], [0.5712, 1.8934, -1.4174], [-0.7849, -0.4070, 1.8278], [-0.9779, 2.0417, -0.7074], [3.0737, -0.8368, 0.6792], [-2.8380, -0.9401, 0.5931], [-2.0687, -0.3593, -0.9648], [2.2570, -1.9031, -0.5765]], "mol_weight_g_mol": 81.118, "smiles": "C=C=C(N)C=C", "homo_energy_ev": -7.89, "gap_ev": 8.9, "lumo_ev": 0.9569, "multiplicity": 1}


R | {"formula": "C5H7N", "method": "wB97M-V/def2-TZVPD", "species": ["N", "C", "C", "C", "C", "C", "H", "H", "H", "H", "H", "H", "H"], "positions_angstrom": [[-1.6519, -0.7440, -0.3433], [-1.7145, 0.5389, 0.1165], [-0.3355, -1.1345, -0.4583], [-0.4401, 0.9986, 0.2621], [0.4638, -0.0578, -0.0635], [1.9649, 0.1380, 0.1575], [-0.1866, 2.0214, 0.4896], [-2.4950, -1.2935, -0.4233], [2.5916, -0.7073, -0.1436], [-2.6520, 1.0188, 0.3460], [2.3367, 1.0269, -0.3763], [2.1959, 0.3323, 1.2205], [-0.0773, -2.1379, -0.7839]], "mol_weight_g_mol": 81.118, "smiles": "Cc1cc[nH]c1", "homo_energy_ev": -8.13, "gap_ev": 9.2, "lumo_ev": 1.0836, "multiplicity": 1}


Most stable to least stable: R, Q, P